P:
C18H20N6O4S | ωB97M-V/def2-TZVPD

Calculated values
- Charge: 0
- Gap between HOMO and LUMO: 8.616 eV
- Structure (SMILES): O=C(NCc1ccco1)[C@@H]1CCCN(S(=O)(=O)c2ccc(-n3cnnn3)cc2)C1
- LUMO: -0.013 Eh
- Multiplicity: 1

Cartesian coordinates (Å):
O 1.984 3.122 1.579
C 1.977 1.967 1.209
N 0.839 1.285 0.957
C -0.461 1.881 1.132
C -1.344 1.677 -0.055
C -1.098 1.239 -1.323
C -2.345 1.261 -1.999
C -3.253 1.709 -1.093
O -2.656 1.953 0.088
C 3.279 1.198 0.986
C 3.852 1.561 -0.393
C 3.038 0.899 -1.501
C 2.981 -0.610 -1.278
N 2.409 -0.892 0.024
S 1.813 -2.450 0.258
O 2.220 -2.924 1.546
O 2.069 -3.242 -0.907
C 0.058 -2.085 0.320
C -0.511 -1.702 1.522
C -1.849 -1.359 1.564
C -2.605 -1.408 0.394
N -3.945 -1.027 0.460
C -4.915 -0.972 -0.494
N -6.005 -0.513 0.054
N -5.712 -0.284 1.332
N -4.516 -0.576 1.592
C -2.034 -1.814 -0.808
C -0.692 -2.151 -0.838
C 3.180 -0.324 1.116
H 0.900 0.337 0.614
H -0.964 1.473 2.020
H -0.293 2.952 1.307
H -0.157 0.940 -1.736
H -2.528 0.993 -3.019
H -4.306 1.898 -1.158
H 3.970 1.563 1.752
H 4.887 1.217 -0.448
H 3.845 2.645 -0.512
H 2.029 1.312 -1.504
H 3.493 1.099 -2.472
H 3.992 -1.035 -1.352
H 2.355 -1.102 -2.023
H 0.099 -1.692 2.411
H -2.328 -1.056 2.481
H -4.804 -1.257 -1.516
H -2.621 -1.865 -1.710
H -0.218 -2.481 -1.748
H 4.196 -0.744 1.121
H 2.695 -0.614 2.049

Results of the Mulliken charge analysis, in e, for atoms 1 through 4: O -0.714; C 0.393; N 0.448; C -1.228

Q:
C18H20N6O4S | ωB97M-V/def2-TZVPD

Calculated values
- Charge: 0
- Gap between HOMO and LUMO: 7.787 eV
- Structure (SMILES): CC(=O)c1c[nH]c2ncc(-c3cnc(N)c(NS(=O)(=O)N4CCOCC4)c3)cc12
- LUMO: 0.010 Eh
- Multiplicity: 1

Cartesian coordinates (Å):
C 4.792 4.327 2.658
C 3.951 3.178 2.191
O 2.984 3.340 1.449
C 4.463 1.807 2.475
C 5.576 1.472 3.195
N 5.734 0.073 3.160
C 4.728 -0.526 2.461
N 4.570 -1.821 2.266
C 3.531 -2.144 1.495
C 2.687 -1.205 0.881
C 1.628 -1.714 0.003
C 1.854 -2.884 -0.730
N 0.960 -3.444 -1.547
C -0.163 -2.751 -1.784
N -0.866 -3.293 -2.797
C -0.514 -1.545 -1.075
N -1.684 -0.774 -1.203
S -3.226 -1.522 -1.287
O -3.469 -2.317 -2.482
O -3.458 -2.204 -0.007
N -4.211 -0.093 -1.276
C -4.024 0.705 -2.539
C -4.934 1.943 -2.464
O -6.299 1.598 -2.160
C -6.387 0.997 -0.875
C -5.607 -0.289 -0.843
C 0.419 -1.083 -0.173
C 2.853 0.164 1.152
C 3.906 0.490 1.989
H 5.198 4.090 3.657
H 5.636 4.512 1.984
H 4.187 5.237 2.776
H 6.234 2.188 3.717
H 6.444 -0.501 3.633
H 3.312 -3.196 1.350
H 2.810 -3.403 -0.636
H -1.848 -3.049 -2.832
H -0.524 -4.184 -3.159
H -1.788 -0.114 -0.484
H -2.960 1.048 -2.617
H -4.259 0.121 -3.435
H -4.975 2.539 -3.415
H -4.531 2.631 -1.722
H -7.430 0.774 -0.582
H -5.995 1.712 -0.162
H -6.159 -1.007 -1.482
H -5.584 -0.698 0.185
H 0.190 -0.157 0.342
H 2.245 0.971 0.747

Results of the Mulliken charge analysis, in e, for atoms 1 through 4: C -1.253; C 0.955; O -0.601; C 0.168

Q is the most stable structure; the next one sits 53.1 kJ/mol above it.

P:
C2H5NO3S | ωB97M-V/def2-TZVPD

Calculated values
- Charge: 0
- Gap between HOMO and LUMO: 10.411 eV
- Structure (SMILES): COC(=O)N(O)S
- LUMO: 0.021 Eh
- Multiplicity: 1

Cartesian coordinates (Å):
C 0.727 -1.077 -1.031
O 0.294 0.222 -0.630
C -0.369 0.232 0.557
O -0.498 -0.732 1.244
N -0.809 1.474 1.012
O -0.562 2.655 0.176
S -1.761 1.826 2.228
H 0.371 -1.233 -2.073
H 0.255 -1.695 -0.227
H 1.818 -1.209 -1.205
H 0.105 3.260 0.646
H -2.953 1.657 1.644

Results of the Mulliken charge analysis, in e, for atoms 1 through 4: C -0.571; O -0.322; C 0.710; O -0.566

Q:
C2H5NO3S | ωB97M-V/def2-TZVPD

Calculated values
- Charge: 0
- Gap between HOMO and LUMO: 10.300 eV
- LUMO: 0.003 Eh
- Multiplicity: 1

Cartesian coordinates (Å):
C 3.450 -0.225 0.122
C -2.631 0.089 -0.091
N 3.372 0.934 0.379
O 3.724 -1.290 -0.199
O -0.640 1.335 -1.112
O -0.130 -0.850 0.429
S -1.101 -0.023 -1.046
H -2.386 0.949 0.598
H -3.607 0.298 -0.647
H -2.616 -0.875 0.484
H 2.543 1.449 0.667
H 0.022 -1.792 0.415

Results of the Mulliken charge analysis, in e, for atoms 1 through 4: C 0.549; C -0.710; N -0.469; O -0.395

Q is the most stable structure; the next one sits 96.8 kJ/mol above it.

P:
H4S2 | ωB97M-V/def2-TZVPD

Calculated values
- Charge: 0
- Gap between HOMO and LUMO: 10.481 eV
- Structure (SMILES): S.S
- LUMO: 0.025 Eh
- Multiplicity: 1

Cartesian coordinates (Å):
S -1.480 0.403 2.330
H -2.078 0.240 1.135
H -1.545 -0.914 2.600
S 1.931 -0.147 -2.549
H 1.459 1.064 -2.199
H 1.713 -0.646 -1.318

Results of the Mulliken charge analysis, in e, for atoms 1 through 4: S -0.294; H 0.148; H 0.147; S -0.294

Q:
H4S2 | ωB97M-V/def2-TZVPD

Calculated values
- Charge: 0
- Gap between HOMO and LUMO: 10.771 eV
- Structure (SMILES): S.S
- LUMO: 0.029 Eh
- Multiplicity: 1

Cartesian coordinates (Å):
S 5.838 5.329 -9.477
H 6.388 6.482 -9.901
H 4.608 5.875 -9.424
S 5.704 9.315 -10.419
H 5.442 8.065 -9.994
H 6.248 9.658 -9.237

Results of the Mulliken charge analysis, in e, for atoms 1 through 4: S -0.243; H 0.167; H 0.145; S -0.214

P is the most stable structure; the next one sits 5.8 kJ/mol above it.

P:
CH9O3S | ωB97M-V/def2-TZVPD

Calculated values
- Charge: 0
- Gap between HOMO and LUMO (alpha / beta): 10.348 / 6.966 eV
- LUMO (alpha / beta): 0.004 / -0.107 Eh
- Multiplicity: 2

Cartesian coordinates (Å):
C -1.274 0.283 1.159
S -0.009 -0.987 0.815
H -2.058 0.410 1.883
H -1.819 0.233 0.196
H -0.957 1.341 1.243
H 2.097 0.218 -1.206
H 1.833 -0.807 -0.136
O 2.489 -0.526 -0.695
H -2.555 -1.083 -2.649
H -2.948 0.075 -3.404
O -2.627 -0.882 -3.642
H 3.133 0.207 2.528
H 1.886 0.564 1.994
O 2.809 0.956 1.913

Results of the Mulliken charge analysis, in e, for atoms 1 through 4: C -0.723; S -0.128; H 0.387; H 0.169

Q:
CH9O3S | ωB97M-V/def2-TZVPD

Calculated values
- Charge: 0
- Gap between HOMO and LUMO (alpha / beta): 10.798 / 7.029 eV
- LUMO (alpha / beta): 0.017 / -0.108 Eh
- Multiplicity: 2

Cartesian coordinates (Å):
C 1.972 -0.695 0.533
S 1.776 0.702 -0.556
H 2.697 -1.426 0.183
H 1.071 -1.187 0.891
H 2.428 -0.192 1.402
H -0.591 1.026 2.105
H -0.195 1.356 0.680
O -0.617 1.747 1.464
H 0.232 -0.566 -1.772
H -0.979 -0.180 -2.630
O -0.667 -0.841 -1.990
H -1.971 -0.394 -0.590
H -2.409 0.691 0.405
O -2.747 -0.040 -0.126

Results of the Mulliken charge analysis, in e, for atoms 1 through 4: C -0.721; S -0.168; H 0.323; H 0.305

Q is the most stable structure; the next one sits 176.8 kJ/mol above it.

P:
C2H3Cl2NO | ωB97M-V/def2-TZVPD

Calculated values
- Charge: 0
- Gap between HOMO and LUMO: 10.926 eV
- Structure (SMILES): C#[N+][O-].ClCCl
- LUMO: 0.018 Eh
- Multiplicity: 1

Cartesian coordinates (Å):
C 0.179 1.150 0.687
N 0.600 1.884 -0.058
O 1.351 2.519 -0.728
H -0.680 0.591 1.085
Cl 1.473 -2.846 -0.593
C 0.959 -1.217 -1.024
Cl -0.778 -1.091 -1.649
H 1.070 -0.435 -0.177
H 1.517 -0.951 -1.974

Results of the Mulliken charge analysis, in e, for atoms 1 through 4: C -0.316; N 0.585; O -0.591; H 0.363

Q:
C2H3Cl2NO | ωB97M-V/def2-TZVPD

Calculated values
- Charge: 0
- Gap between HOMO and LUMO: 9.466 eV
- Structure (SMILES): C=C=O.ClNCl
- LUMO: 0.004 Eh
- Multiplicity: 1

Cartesian coordinates (Å):
C -1.354 -0.606 0.394
C -1.224 0.533 0.988
O -1.317 1.666 1.238
H -1.369 -0.747 -0.674
H -1.413 -1.595 0.879
Cl 2.667 1.500 -0.860
N 1.704 0.172 -1.086
Cl 1.804 -1.086 0.057
H 0.501 0.164 -0.936

Results of the Mulliken charge analysis, in e, for atoms 1 through 4: C -1.273; C 1.011; O -0.347; H 0.396

P is the most stable structure; the next one sits 78.4 kJ/mol above it.